(1)
{
  "formula": "C4H7N2O",
  "method": "ωB97M-V/def2-TZVPD",
  "e_homo_ev": -14.135,
  "charge": 1,
  "e_above_lowest_kj_mol": 280.9,
  "gap_ha": 0.347,
  "lumo_ev": -4.7,
  "species": ["C", "C", "C", "C", "N", "N", "O", "H", "H", "H", "H", "H", "H", "H"],
  "xyz": [[0.4343, 0.4116, -2.2322], [0.3997, 0.2843, -3.5303], [-1.4223, -0.1049, -0.6529], [0.3490, -0.3285, 2.3709], [-0.6763, 0.0891, -1.5279], [0.0528, -0.0380, 3.6676], [-0.4155, -0.5924, 1.4584], [1.2614, 0.6386, -1.5492], [-0.3799, -0.1987, -4.1219], [1.2027, 0.7094, -4.0529], [-2.3308, -0.4183, -0.1872], [1.4430, -0.1677, 2.0659], [-0.8457, -0.1488, 3.9962], [0.9276, -0.1358, 4.2956]],
  "nbo_charge": [-0.1216, -0.2266, 0.5098, 0.5558, -0.2326, -0.7870, -0.6888, 0.2636, 0.2401, 0.2330, 0.2964, 0.1235, 0.4092, 0.4253]
}


(2)
{
  "formula": "C4H7N2O",
  "method": "ωB97M-V/def2-TZVPD",
  "e_homo_ev": [-12.322, -12.767],
  "charge": 1,
  "e_above_lowest_kj_mol": 489.0,
  "gap_ha": [0.255, 0.319],
  "lumo_ev": [-5.4, -4.1],
  "species": ["C", "C", "C", "C", "N", "N", "O", "H", "H", "H", "H", "H", "H", "H"],
  "xyz": [[0.5836, -1.0777, -0.5263], [1.2877, 1.0942, 0.1981], [-1.5870, 1.0193, 0.1305], [-1.5986, -0.4044, 0.2833], [1.2821, 0.0504, -0.6237], [-0.4552, -1.2537, 0.3522], [-1.7667, 0.3331, -0.9855], [0.8958, -1.9163, -1.1310], [1.7802, 2.0021, -0.1000], [0.8389, 1.0125, 1.1707], [-2.0327, 1.9363, 0.4507], [-2.4952, -0.8990, 0.6465], [1.8885, 0.1037, -1.4446], [-0.7136, -2.2266, 0.4821]],
  "nbo_charge": [0.2740, -0.1383, 0.1235, 0.1467, -0.4564, -0.5834, -0.4007, 0.2284, 0.2341, 0.2258, 0.2308, 0.2332, 0.4502, 0.4321]
}


The records above yield strongest force on any atom values of 5.19 1.65 eV/A, respectively.